Here is the ion C19H24N3O with charge +1 from the Open Molecules 2025 dataset. Energies are from ωB97M-V/def2-TZVPD.

- Orbital gap: 8.931 eV
- Total charge: +1
- DFT total energy: -977.6958 Ha
- Energy relative to the best compared isomer or geometry (same formula, charge and spin): 0.000 eV

Each line ends with the Mulliken charge.
Element x y z (Å)
C1 -1.6954 -1.5633 0.8319  -1.16
N1 -0.5673 -2.1493 0.0982  0.46
C2 -1.0551 -3.0575 -0.9436  -0.96
H1 -0.2350 -3.4042 -1.5661  0.38
H2 -1.7701 -2.5334 -1.5745  0.31
H3 -1.5508 -3.9193 -0.4958  0.37
C3 0.3614 -2.7991 1.0491  -0.83
C4 1.5909 -3.4486 0.4173  -0.70
H4 1.3177 -4.3328 -0.1585  0.37
H5 2.2224 -3.7798 1.2429  0.41
C5 2.4229 -2.5321 -0.4874  -0.53
H6 3.3535 -3.0497 -0.7377  0.39
H7 1.8947 -2.2961 -1.4172  0.35
O1 2.8193 -1.3262 0.1491  -0.39
C6 2.1406 -0.2172 -0.1495  0.47
N2 0.9400 -0.2049 -0.7155  -0.61
N3 0.5756 1.0945 -0.8965  0.60
C7 1.5508 1.9212 -0.4415  0.75
C8 1.6433 3.3132 -0.4159  -0.63
C9 2.7884 3.8540 0.1177  -0.67
C10 3.8284 3.0550 0.6201  -0.64
C11 3.7508 1.6857 0.6028  -0.56
C12 2.5962 1.1096 0.0631  0.04
H8 4.5414 1.0608 0.9849  0.51
H9 4.7036 3.5375 1.0253  0.42
H10 2.8956 4.9271 0.1546  0.42
H11 0.8488 3.9380 -0.7918  0.44
C13 -0.6456 1.4287 -1.5762  -1.83
C14 -1.8432 1.5046 -0.6550  1.11
C15 -1.7179 1.9961 0.6382  -0.16
C16 -2.8262 2.0784 1.4640  -0.72
C17 -4.0691 1.6773 1.0041  -0.50
C18 -4.2019 1.1924 -0.2864  -0.52
C19 -3.0928 1.1018 -1.1106  -0.66
H12 -3.2009 0.7329 -2.1209  0.42
H13 -5.1695 0.8884 -0.6546  0.42
H14 -4.9332 1.7518 1.6452  0.43
H15 -2.7194 2.4682 2.4645  0.42
H16 -0.7542 2.3243 0.9998  0.42
H17 -0.8200 0.6842 -2.3591  0.31
H18 -0.4998 2.3983 -2.0630  0.48
H19 0.0278 -1.2902 -0.3756  0.28
H20 -0.1858 -3.5619 1.6105  0.45
H21 0.6919 -2.0302 1.7517  0.41
H22 -2.3574 -1.0390 0.1453  0.35
H23 -2.2614 -2.3412 1.3447  0.47
H24 -1.3342 -0.8479 1.5678  0.41

=====

Here is a cluster of 3 separate species, C19H24N4O2 in total at a distorted geometry from the Open Molecules 2025 dataset. Energies are from ωB97M-V/def2-TZVPD.

- Orbital gap: 8.960 eV
- DFT total energy: -1107.8960 Ha
- Energy relative to the best compared isomer or geometry (same formula, charge and spin): 2.049 eV

Each line ends with the Mulliken charge.
Element x y z (Å)
O1 5.0787 -2.8626 -0.3952  -0.54
C1 5.2172 -2.1429 -1.3641  0.51
O2 5.2791 -2.6695 -2.6312  -0.52
N1 5.3190 -0.7743 -1.2608  -0.19
C2 4.4376 -0.1720 -0.2544  -1.13
C3 2.9516 -0.4980 -0.4104  -0.07
C4 2.2194 0.4016 -1.4235  -0.39
C5 0.6712 0.2694 -1.3506  -0.83
N2 0.2768 -1.0916 -1.0338  0.69
C6 0.0704 -2.0573 -1.9728  -0.56
C7 -0.2514 -3.2207 -1.3539  -0.50
C8 -0.2609 -2.9701 0.0619  -0.58
C9 0.0532 -1.6612 0.1641  -0.66
H1 4.4820 -3.1804 -2.8046  0.33
H2 5.2836 -0.3099 -2.1579  0.29
H3 4.5546 0.9146 -0.3310  0.46
H4 4.7945 -0.4340 0.7420  0.35
H5 2.4851 -0.3136 0.5672  0.15
H6 2.7353 -1.5429 -0.6487  0.32
H7 2.5824 0.1462 -2.4262  0.24
H8 2.4499 1.4493 -1.1990  0.34
H9 0.3091 0.4753 -2.3593  0.37
H10 0.2747 0.9824 -0.6195  0.19
H11 0.1556 -1.9999 -3.0488  0.39
H12 -0.4337 -4.1412 -1.8886  0.47
H13 -0.4693 -3.6830 0.8411  0.47
H14 0.1164 -1.1219 1.1001  0.33
N3 0.3476 3.2736 0.6057  -0.39
C10 0.4182 3.2920 1.9370  -0.17
C11 -0.6001 3.7521 2.7567  -0.48
C12 -1.7582 4.2241 2.1619  -0.19
C13 -1.8519 4.2157 0.7804  -0.49
C14 -0.7766 3.7309 0.0532  -0.14
H15 1.3439 2.9161 2.3591  0.37
H16 -0.4875 3.7405 3.8321  0.37
H17 -2.5768 4.5932 2.7668  0.40
H18 -2.7386 4.5756 0.2769  0.38
H19 -0.8076 3.7017 -1.0309  0.37
N4 -3.1573 -0.2993 1.2194  -0.24
C15 -4.2032 0.1566 1.9082  -0.29
C16 -5.4952 -0.3220 1.7552  -0.39
C17 -5.7158 -1.3304 0.8307  -0.28
C18 -4.6427 -1.8172 0.1031  -0.72
C19 -3.3888 -1.2712 0.3357  0.36
H20 -3.9841 0.9477 2.6180  0.37
H21 -6.3060 0.0849 2.3444  0.37
H22 -6.7106 -1.7311 0.6801  0.37
H23 -4.7720 -2.6032 -0.6283  0.39
H24 -2.5189 -1.6221 -0.2074  0.11

=====

Here is a cluster of 4 separate species, C19H24N4O2S in total from the Open Molecules 2025 dataset. Energies are from ωB97M-V/def2-TZVPD.

- Orbital gap: 9.165 eV
- DFT total energy: -1506.0845 Ha
- Energy relative to the best compared isomer or geometry (same formula, charge and spin): 3.044 eV

Each line ends with the Mulliken charge.
Element x y z (Å)
O1 3.5531 -2.8578 2.3894  -0.55
C1 3.2597 -3.3079 1.3031  0.37
O2 3.4186 -4.6121 0.9735  -0.44
N1 2.6904 -2.5869 0.2290  -0.24
C2 1.9069 -1.4302 0.6954  -0.54
C3 0.7074 -1.7976 1.5752  -0.21
C4 0.0840 -3.1660 1.3494  -0.81
S1 -0.4661 -3.5017 -0.3449  -0.25
H1 4.0659 -4.9925 1.5759  0.37
H2 3.4672 -2.2478 -0.3256  0.30
H3 2.5631 -0.7583 1.2385  0.18
H4 1.5698 -0.8810 -0.1766  0.37
H5 -0.0649 -1.0641 1.3641  0.15
H6 0.9938 -1.6508 2.6130  0.38
H7 0.7493 -3.9731 1.6458  0.37
H8 -0.7904 -3.2471 1.9862  0.47
H9 0.6306 -3.1309 -1.0098  0.11
N2 3.8635 1.1417 -0.0495  -0.16
C5 4.5904 1.6780 0.9283  -0.05
C6 5.5463 2.6614 0.7244  -0.68
C7 5.7619 3.1115 -0.5676  -0.14
C8 5.0152 2.5631 -1.5975  -0.64
C9 4.0825 1.5862 -1.2855  -0.14
H10 4.3935 1.2945 1.9240  0.37
H11 6.1062 3.0615 1.5581  0.36
H12 6.4998 3.8772 -0.7689  0.37
H13 5.1507 2.8845 -2.6209  0.36
H14 3.4748 1.1342 -2.0624  0.36
N3 -1.6576 0.9588 1.6329  -0.29
C10 -1.0984 2.1568 1.7888  -0.09
C11 -1.8031 3.3479 1.7099  -0.67
C12 -3.1633 3.2925 1.4492  -0.15
C13 -3.7609 2.0543 1.2830  -0.51
C14 -2.9654 0.9231 1.3890  -0.33
H15 -0.0309 2.1558 1.9833  0.39
H16 -1.2963 4.2934 1.8458  0.36
H17 -3.7481 4.2001 1.3750  0.39
H18 -4.8172 1.9630 1.0707  0.37
H19 -3.3920 -0.0668 1.2672  0.49
N4 -5.4041 0.6742 -1.6783  -0.40
C15 -4.1509 0.2392 -1.7933  -0.11
C16 -3.7537 -0.7410 -2.6900  -0.62
C17 -4.7135 -1.3023 -3.5154  -0.24
C18 -6.0230 -0.8614 -3.4100  -0.35
C19 -6.3140 0.1246 -2.4799  -0.24
H20 -3.4335 0.7040 -1.1297  0.53
H21 -2.7203 -1.0562 -2.7335  0.36
H22 -4.4463 -2.0721 -4.2276  0.37
H23 -6.8045 -1.2730 -4.0336  0.35
H24 -7.3263 0.4970 -2.3673  0.36

=====

Here is a structure of composition C19H24N4O3Pd from the Open Molecules 2025 dataset. Energies are from ωB97M-V/def2-TZVPD.

- Orbital gap: 7.202 eV
- DFT total energy: -1310.9446 Ha
- Energy relative to the best compared isomer or geometry (same formula, charge and spin): 0.188 eV

Each line ends with the Mulliken charge.
Element x y z (Å)
Pd1 0.8619 0.1316 -0.1470  0.71
C1 4.4933 1.1618 0.0511  -0.61
O1 4.3295 2.5354 0.3734  -0.47
C2 3.0862 2.9863 0.7131  0.01
C3 3.0565 4.0202 1.6403  -0.49
C4 1.8645 4.6057 2.0413  -0.61
C5 0.6672 4.1372 1.5267  -0.79
C6 0.6715 3.0960 0.6066  0.41
C7 -0.5862 2.5499 0.0993  -0.12
N1 -0.7373 1.3135 -0.2187  0.11
N2 -1.9221 0.9009 -0.7311  -0.78
C8 -1.9636 -0.3208 -1.2636  0.39
O2 -1.0171 -1.1351 -1.4198  -0.77
C9 -3.3358 -0.7156 -1.7293  0.45
C10 -4.4587 0.0610 -1.4505  -0.19
C11 -5.7111 -0.3414 -1.8881  -0.63
C12 -5.8537 -1.5201 -2.6084  -0.36
C13 -4.7379 -2.2961 -2.8885  -0.60
C14 -3.4855 -1.8953 -2.4492  -0.44
C15 1.8873 2.5282 0.1449  1.01
O3 1.8696 1.6416 -0.8540  -0.96
H1 5.5596 0.9620 0.1394  0.31
H2 3.9544 0.5241 0.7595  0.19
H3 4.1502 0.9381 -0.9565  0.26
H4 4.0046 4.3586 2.0389  0.42
H5 1.8734 5.4126 2.7613  0.37
H6 -0.2748 4.5670 1.8448  0.43
H7 -1.4577 3.1879 -0.0194  0.49
H8 -4.3350 0.9772 -0.8919  0.42
H9 -6.5798 0.2664 -1.6682  0.37
H10 -6.8323 -1.8313 -2.9519  0.38
H11 -4.8452 -3.2138 -3.4533  0.38
H12 -2.6012 -2.4823 -2.6600  0.38
C16 2.8176 -3.9571 -0.4643  -1.68
C17 1.8108 -3.5020 0.5844  1.19
C18 0.6837 -4.5241 0.7235  -1.66
C19 2.5097 -3.2702 1.9200  -1.60
N3 1.2922 -2.2042 0.0860  0.05
N4 0.2444 -1.5884 0.8284  -0.36
H13 3.2664 -4.9042 -0.1662  0.42
H14 3.6090 -3.2162 -0.5821  0.35
H15 2.3326 -4.1029 -1.4321  0.43
H16 1.0903 -5.4928 1.0157  0.45
H17 0.1526 -4.6491 -0.2225  0.39
H18 -0.0366 -4.2298 1.4894  0.38
H19 2.9899 -4.1904 2.2530  0.44
H20 1.8084 -2.9772 2.7049  0.41
H21 3.2728 -2.4970 1.8227  0.31
H22 0.8872 -2.3179 -0.8441  0.38
H23 0.4936 -1.5593 1.8101  0.26
H24 -0.6737 -2.0006 0.6839  0.19

=====

Here is a structure of composition C19H24N4O5S at a distorted geometry from the Open Molecules 2025 dataset. Energies are from ωB97M-V/def2-TZVPD.

- Orbital gap: 7.890 eV
- DFT total energy: -1731.1145 Ha
- Energy relative to the best compared isomer or geometry (same formula, charge and spin): 21.892 eV

Each line ends with the Mulliken charge.
Element x y z (Å)
C1 5.8765 -5.6565 -1.7977  -1.23
H1 5.9471 -5.1523 -0.8551  0.37
H2 6.5013 -6.3341 -2.0583  0.48
H3 5.9940 -4.8005 -2.6169  0.26
C2 4.6053 -6.1764 -2.1864  -0.81
C3 3.5383 -5.3096 -1.7392  0.96
C4 3.0666 -4.5899 -2.6767  -0.21
C5 1.8929 -3.6015 -2.6783  -1.84
C6 1.4770 -3.3900 -1.3588  0.58
C7 2.0484 -4.0304 -0.2130  -0.73
C8 2.8552 -5.2103 -0.4559  -1.07
H4 3.3520 -5.7414 0.2285  0.49
H5 1.8194 -3.7712 0.6804  0.95
N1 0.4384 -2.3967 -1.0198  -0.03
C9 -0.0530 -1.8919 -0.0355  0.03
O1 0.2967 -2.4077 1.2924  -0.77
C10 -0.9062 -0.6616 -0.0997  0.42
C11 -1.8662 -0.6000 1.1317  -1.14
C12 -3.0300 0.6457 0.8260  -1.79
N2 -2.1304 1.7419 0.6624  0.51
S1 -1.5560 2.6703 1.7357  1.58
O2 -2.0604 2.0174 3.2004  -0.82
O3 -0.2236 2.8007 1.7754  -0.63
C13 -2.3370 4.1815 1.7138  -0.24
C14 -1.9597 5.4524 1.4032  0.15
N3 -2.5963 6.6903 1.4782  0.19
C15 -3.7542 6.7542 1.2639  0.09
O4 -4.6872 7.6153 1.1495  -0.66
N4 -4.3644 5.3286 1.3233  -0.20
C16 -3.7668 4.2086 1.4503  0.55
O5 -4.5323 3.0988 1.2960  -0.74
H6 -5.4525 5.3578 0.9887  0.37
H7 -2.1355 7.5415 1.5503  0.19
C17 -0.2108 5.8172 1.8289  -1.86
H8 -0.1259 6.2605 2.8212  0.32
H9 -0.1093 6.3405 1.1588  0.92
H10 0.1727 4.8753 1.7124  0.46
C18 -1.1953 1.6363 -0.3131  -1.53
C19 -0.2804 0.4875 -0.3796  -0.05
H11 0.3499 0.2656 -1.2065  0.56
H12 0.4329 0.8229 0.6369  0.12
H13 -1.7827 1.3573 -1.2703  0.61
H14 -0.5947 2.5711 -0.6534  0.24
H15 -3.4126 0.4585 0.0224  0.95
H16 -3.4690 0.7087 1.6571  0.74
H17 -2.5614 -1.3229 1.2584  0.65
H18 -1.2741 -0.2897 2.0045  0.31
H19 -1.5827 -0.8170 -0.9701  0.24
H20 0.1006 -1.9240 -2.0089  0.31
H21 1.5285 -3.1761 -3.3564  0.93
H22 3.1424 -4.7306 -3.8563  0.09
H23 4.3520 -7.1382 -1.3613  0.27
H24 4.2227 -6.5857 -3.0836  0.49